ORCA calculation (wB97M-V/def2-TZVPD) on C35H57F7IN3O23P3 as an isolated structure.

Cartesian coordinates (Å):
1 C 1.000 -5.147 4.691
2 C 1.178 -3.537 4.522
3 C 0.346 -2.978 3.288
4 C -1.142 -2.918 3.942
5 N 0.799 -1.890 2.337
6 P 2.137 -2.947 1.496
7 P 3.889 -3.606 2.536
8 O 3.621 -5.078 2.931
9 O 5.127 -3.792 1.338
10 O 4.630 -2.884 3.810
11 C -0.196 -2.005 1.144
12 C 0.266 -2.685 -0.225
13 C -0.012 -4.287 -0.353
14 C 1.045 -4.799 -1.459
15 O 0.825 -4.216 -2.747
16 C 1.930 -3.389 -3.172
17 C -1.282 -0.792 0.958
18 C -2.492 -0.798 1.970
19 C -3.845 -0.108 1.455
20 O -4.950 -0.602 1.817
21 P -2.560 -1.204 -0.455
22 O -2.934 -2.821 -0.581
23 O -2.917 -0.117 -1.608
24 C -0.415 0.515 0.736
25 N -1.399 1.560 0.426
26 C 0.476 0.579 -0.589
27 F 1.770 0.075 -0.493
28 F -0.061 -0.033 -1.722
29 F 0.708 1.900 -1.056
30 C 0.428 0.804 2.130
31 N -0.567 1.273 3.057
32 C 1.371 2.073 1.908
33 C 0.665 3.508 1.717
34 O 1.243 4.255 0.597
35 C 1.194 -0.511 2.775
36 I 3.400 -0.073 2.336
37 C 1.448 -0.268 4.360
38 F 0.389 -0.707 5.214
39 F 2.621 -0.962 4.812
40 C 1.784 1.081 5.059
41 F 3.091 1.656 4.932
42 F 0.911 2.167 5.128
43 H 1.975 -5.556 5.128
44 H 0.193 -5.396 5.457
45 H 0.857 -5.679 3.705
46 H 0.764 -3.158 5.523
47 H 2.272 -3.366 4.622
48 H 0.262 -3.945 2.660
49 H -1.474 -1.903 4.270
50 H -1.883 -3.447 3.244
51 H -1.227 -3.574 4.874
52 H 2.796 -2.059 0.523
53 H 4.969 -3.116 0.640
54 H 5.288 -3.501 4.192
55 H -1.003 -2.804 1.347
56 H -0.478 -2.409 -1.071
57 H 1.151 -2.314 -0.809
58 H 0.248 -4.854 0.593
59 H -1.082 -4.528 -0.611
60 H 2.074 -4.574 -1.016
61 H 0.967 -5.942 -1.472
62 H 1.478 -2.499 -3.731
63 H 2.548 -2.959 -2.324
64 H 2.615 -3.907 -3.915
65 H -2.842 -1.890 2.030
66 H -2.383 -0.459 3.027
67 H -3.896 0.841 0.841
68 H -3.831 -2.989 -0.231
69 H -3.873 0.079 -1.703
70 H -2.091 1.802 1.112
71 H -1.610 1.728 -0.546
72 H -0.909 0.729 3.831
73 H -1.142 2.084 2.924
74 H 2.055 2.052 1.004
75 H 2.050 2.346 2.783
76 H 0.835 4.214 2.609
77 H -0.442 3.521 1.560
78 H 2.193 4.314 0.809
79 H 1.863 0.810 6.177
80 C -7.601 1.065 0.938
81 C -8.390 0.252 -0.045
82 O -9.493 1.098 -0.346
83 C -9.105 2.376 -0.083
84 O -9.732 3.345 -0.382
85 O -7.909 2.404 0.565
86 H -6.530 0.878 0.869
87 H -7.924 0.902 1.970
88 H -7.835 0.054 -0.967
89 H -8.729 -0.695 0.373
90 C -3.090 0.738 7.226
91 C -3.761 1.396 6.057
92 O -3.783 0.361 5.079
93 C -3.716 -0.824 5.747
94 O -3.880 -1.894 5.241
95 O -3.437 -0.632 7.062
96 H -3.450 1.119 8.182
97 H -2.001 0.834 7.193
98 H -4.788 1.697 6.277
99 H -3.209 2.264 5.692
100 C 1.401 5.078 -3.291
101 C 0.363 5.477 -2.285
102 O -0.073 6.745 -2.760
103 C 0.196 6.788 -4.094
104 O -0.192 7.641 -4.831
105 O 0.963 5.731 -4.477
106 H 1.448 3.998 -3.437
107 H 2.398 5.445 -3.033
108 H -0.490 4.793 -2.269
109 H 0.770 5.559 -1.278
110 C 2.703 0.777 -6.799
111 C 1.882 -0.460 -6.590
112 O 2.789 -1.335 -5.925
113 C 3.724 -0.557 -5.315
114 O 4.534 -0.965 -4.533
115 O 3.621 0.739 -5.705
116 H 2.102 1.685 -6.770
117 H 3.265 0.753 -7.735
118 H 1.018 -0.286 -5.941
119 H 1.538 -0.895 -7.528
120 C 5.567 4.068 -9.545
121 C 5.752 3.090 -10.667
122 O 4.923 2.001 -10.278
123 C 3.978 2.495 -9.438
124 O 3.023 1.879 -9.059
125 O 4.252 3.776 -9.083
126 H 5.641 5.104 -9.876
127 H 6.273 3.906 -8.726
128 H 5.398 3.480 -11.625
129 H 6.788 2.771 -10.776

Calculated values
E_tot, eV: -143753.199
LUMO, eV: -4.99
Highest occupied orbital energy, hartree: -0.365
Frontier orbital gap, eV: 4.945
Net charge: +1

ORCA calculation (wB97M-V/def2-TZVPD) on C35H58N5OS2Si2W as an isolated structure.

Cartesian coordinates (Å):
1 W 0.065 0.283 0.539
2 C 2.974 2.785 0.682
3 Si 3.287 1.154 1.567
4 C 4.320 -0.036 0.570
5 C 4.243 1.643 3.104
6 C 1.632 0.322 2.079
7 C 0.822 1.370 2.770
8 C 0.866 1.821 4.087
9 C -0.030 2.791 4.491
10 C -0.963 3.298 3.585
11 C -0.968 2.811 2.300
12 N -0.084 1.884 1.905
13 Si 1.778 -1.332 3.038
14 C 0.622 -1.363 4.517
15 C 3.460 -1.694 3.771
16 C 1.374 -2.757 1.868
17 H 3.455 2.790 -0.297
18 H 3.382 3.610 1.270
19 H 1.913 2.977 0.517
20 H 5.239 0.456 0.238
21 H 3.780 -0.388 -0.306
22 H 4.615 -0.899 1.167
23 H 5.165 2.141 2.791
24 H 4.526 0.801 3.732
25 H 3.683 2.357 3.713
26 H 1.601 1.410 4.765
27 H -0.014 3.153 5.510
28 H -1.680 4.050 3.876
29 H -1.674 3.148 1.553
30 H 1.101 -0.917 5.393
31 H 0.403 -2.405 4.765
32 H -0.322 -0.847 4.350
33 H 3.730 -0.970 4.541
34 H 4.267 -1.734 3.042
35 H 3.404 -2.674 4.256
36 H 0.979 -2.438 0.902
37 H 0.640 -3.431 2.317
38 H 2.272 -3.342 1.656
39 C -4.251 -2.245 4.035
40 C -2.866 -2.787 3.718
41 N -2.695 -3.049 2.286
42 C -3.184 -4.355 1.813
43 C -2.054 -5.359 1.656
44 C -2.210 -2.160 1.431
45 S -1.776 -0.581 2.014
46 N -2.200 -2.549 0.137
47 C -1.473 -2.015 -0.791
48 O -0.508 -1.170 -0.601
49 C -1.699 -2.368 -2.210
50 C -1.029 -1.645 -3.197
51 C -1.232 -1.957 -4.532
52 C -2.092 -2.990 -4.880
53 C -2.761 -3.708 -3.897
54 C -2.568 -3.397 -2.562
55 H -4.348 -2.072 5.106
56 H -5.032 -2.944 3.732
57 H -4.415 -1.300 3.516
58 H -2.685 -3.732 4.232
59 H -2.100 -2.087 4.039
60 H -3.700 -4.205 0.868
61 H -3.909 -4.700 2.550
62 H -1.361 -5.035 0.880
63 H -2.455 -6.333 1.377
64 H -1.501 -5.476 2.590
65 H -0.355 -0.850 -2.904
66 H -0.715 -1.400 -5.303
67 H -2.239 -3.241 -5.923
68 H -3.428 -4.514 -4.173
69 H -3.080 -3.946 -1.783
70 C -3.726 3.921 -3.199
71 N -3.169 2.658 -2.716
72 C -4.124 1.554 -2.698
73 C -2.034 2.630 -1.987
74 S -1.964 1.512 -0.691
75 N -1.068 3.497 -2.303
76 C -0.845 3.941 -3.677
77 C 0.016 3.796 -1.371
78 H -4.739 4.021 -2.807
79 H -3.773 3.952 -4.288
80 H -3.139 4.760 -2.839
81 H -4.735 1.633 -3.596
82 H -4.769 1.598 -1.818
83 H -3.603 0.601 -2.703
84 H -1.489 3.397 -4.361
85 H 0.191 3.729 -3.940
86 H -1.017 5.013 -3.789
87 H -0.379 3.901 -0.362
88 H 0.461 4.744 -1.670
89 H 0.775 3.014 -1.373
90 C 3.347 -0.733 -3.617
91 C 2.898 0.694 -3.274
92 C 2.053 1.258 -4.421
93 C 4.128 1.586 -3.054
94 C 2.092 0.659 -2.040
95 C 1.443 0.640 -1.009
96 H 3.959 -0.725 -4.522
97 H 2.485 -1.380 -3.785
98 H 3.939 -1.158 -2.805
99 H 2.640 1.282 -5.342
100 H 1.735 2.278 -4.194
101 H 1.165 0.646 -4.592
102 H 4.751 1.589 -3.951
103 H 4.726 1.221 -2.220
104 H 3.828 2.614 -2.840

Calculated values
E_tot, eV: -85982.810
Energy relative to the best compared isomer or geometry (same formula, charge and spin), kJ/mol: 10.00
LUMO (spin up / spin down), eV: -3.22 / -2.94
Highest occupied orbital energy (spin up / spin down), hartree: -0.354 / -0.403
Multiplicity: 3
Frontier orbital gap (spin up / spin down), eV: 6.410 / 8.016
Expectation value of S²: 2.02
Net charge: +1

ORCA calculation (wB97M-V/def2-TZVPD) on a 8-piece molecular cluster, C35H59FN2O23 overall.

Cartesian coordinates (Å):
1 C 2.969 -1.621 -0.171
2 C 3.273 -1.450 1.320
3 C 4.188 -0.255 1.692
4 C 4.243 0.922 0.714
5 C 2.933 1.599 0.400
6 C 1.730 1.331 1.053
7 C 0.595 2.004 0.658
8 C 0.614 2.937 -0.369
9 C 1.784 3.253 -1.024
10 C 2.909 2.566 -0.610
11 F 4.069 2.839 -1.236
12 C -0.778 3.437 -0.565
13 O -1.182 4.389 -1.179
14 N -1.574 2.573 0.191
15 N -2.923 2.879 0.439
16 C -3.778 1.695 0.290
17 C -4.048 1.267 -1.168
18 C -0.806 1.905 1.161
19 O -1.234 1.416 2.174
20 H 2.872 -2.676 -0.431
21 H 3.746 -1.207 -0.814
22 H 2.019 -1.152 -0.434
23 H 2.353 -1.410 1.905
24 H 3.789 -2.352 1.656
25 H 3.923 0.139 2.676
26 H 5.208 -0.635 1.775
27 H 4.887 1.691 1.156
28 H 4.731 0.640 -0.219
29 H 1.691 0.608 1.856
30 H 1.817 3.985 -1.819
31 H -3.197 3.544 -0.279
32 H -4.722 1.948 0.773
33 H -3.348 0.862 0.839
34 H -3.554 0.332 -1.427
35 H -5.118 1.105 -1.309
36 H -3.750 2.044 -1.875
37 C -0.222 3.644 4.566
38 O -0.632 4.934 5.034
39 C -0.132 5.947 4.329
40 O 0.600 5.851 3.378
41 O -0.585 7.086 4.852
42 C -0.126 8.263 4.181
43 H -0.702 2.917 5.214
44 H -0.553 3.487 3.543
45 H 0.859 3.538 4.629
46 H -0.455 8.265 3.144
47 H 0.959 8.331 4.225
48 H -0.571 9.100 4.712
49 C -8.985 4.280 2.947
50 O -7.784 3.528 3.154
51 C -6.692 4.274 3.299
52 O -6.655 5.478 3.286
53 O -5.645 3.465 3.435
54 C -4.393 4.143 3.590
55 H -9.781 3.547 2.850
56 H -9.182 4.930 3.797
57 H -8.913 4.868 2.034
58 H -4.387 4.748 4.494
59 H -4.184 4.760 2.718
60 H -3.635 3.368 3.665
61 C -9.155 6.804 -2.864
62 O -7.873 7.177 -2.354
63 C -7.459 6.445 -1.320
64 O -8.068 5.535 -0.817
65 O -6.265 6.890 -0.942
66 C -5.707 6.180 0.170
67 H -9.355 7.479 -3.691
68 H -9.142 5.776 -3.220
69 H -9.921 6.920 -2.099
70 H -5.566 5.129 -0.084
71 H -6.347 6.267 1.044
72 H -4.745 6.640 0.376
73 C 1.498 -6.792 -0.271
74 O 2.744 -7.451 0.005
75 C 3.756 -6.597 0.180
76 O 3.685 -5.399 0.127
77 O 4.868 -7.300 0.407
78 C 6.040 -6.501 0.602
79 H 0.770 -7.586 -0.411
80 H 1.205 -6.167 0.570
81 H 1.579 -6.197 -1.178
82 H 5.921 -5.852 1.467
83 H 6.245 -5.902 -0.284
84 H 6.852 -7.201 0.773
85 C 0.678 -11.750 5.065
86 O 1.159 -10.622 4.330
87 C 2.022 -10.930 3.359
88 O 2.398 -12.040 3.082
89 O 2.391 -9.804 2.757
90 C 3.324 -9.978 1.683
91 H -0.004 -11.351 5.809
92 H 0.149 -12.439 4.409
93 H 1.500 -12.268 5.556
94 H 2.892 -10.599 0.900
95 H 4.244 -10.434 2.048
96 H 3.532 -8.994 1.292
97 C 4.701 -7.580 -3.211
98 O 3.592 -6.688 -3.342
99 C 3.642 -5.895 -4.413
100 O 4.517 -5.879 -5.237
101 O 2.557 -5.122 -4.405
102 C 2.479 -4.206 -5.502
103 H 4.522 -8.144 -2.300
104 H 4.766 -8.263 -4.056
105 H 5.633 -7.024 -3.117
106 H 2.451 -4.742 -6.448
107 H 3.325 -3.522 -5.489
108 H 1.556 -3.652 -5.362
109 C 0.957 3.539 -7.587
110 O 2.202 4.009 -7.062
111 C 2.671 3.293 -6.042
112 O 2.143 2.324 -5.560
113 O 3.822 3.833 -5.647
114 C 4.438 3.155 -4.547
115 H 0.704 4.212 -8.400
116 H 1.059 2.524 -7.965
117 H 0.182 3.574 -6.824
118 H 4.677 2.128 -4.815
119 H 3.789 3.169 -3.676
120 H 5.351 3.700 -4.327

Calculated values
E_tot, eV: -90042.576
Energy relative to the best compared isomer or geometry (same formula, charge and spin), kJ/mol: 0.00
Structure (SMILES): CCCCc1cc2c(cc1F)C(=O)N(NCC)C2=O.COC(=O)OC.COC(=O)OC.COC(=O)OC.COC(=O)OC.COC(=O)OC.COC(=O)OC.COC(=O)OC
LUMO, eV: -0.29
Highest occupied orbital energy, hartree: -0.327
Frontier orbital gap, eV: 8.622
Net charge: 0

ORCA calculation (wB97M-V/def2-TZVPD) on C35H59MnN4O2P as an isolated structure.

Cartesian coordinates (Å):
1 Mn 0.269 0.039 0.326
2 N 0.147 -1.978 -0.598
3 C 1.395 -2.083 -1.393
4 C 1.443 -3.210 -2.421
5 C 0.413 -3.208 -3.552
6 C 0.611 -2.160 -4.651
7 N 1.959 -2.128 -5.212
8 C 2.396 -2.829 -6.253
9 N 3.657 -2.686 -6.658
10 N 1.600 -3.683 -6.894
11 C 1.734 -0.700 -1.949
12 O 2.409 -0.546 -2.934
13 O 1.283 0.315 -1.221
14 H 0.073 -2.758 0.046
15 H -0.659 -2.047 -1.212
16 H 2.193 -2.278 -0.668
17 H 1.352 -4.154 -1.879
18 H 2.452 -3.212 -2.840
19 H -0.608 -3.095 -3.169
20 H 0.431 -4.205 -3.998
21 H 0.426 -1.153 -4.281
22 H -0.115 -2.307 -5.451
23 H 2.611 -1.532 -4.721
24 H 4.264 -2.005 -6.238
25 H 4.007 -3.176 -7.462
26 H 0.633 -3.786 -6.650
27 H 1.912 -4.151 -7.728
28 C 1.615 -4.248 1.854
29 C 2.219 -2.995 2.483
30 C 2.542 -3.244 3.968
31 C 1.350 -1.762 2.410
32 C -0.035 -1.808 2.530
33 C -0.813 -0.656 2.581
34 C -2.278 -0.830 2.926
35 C -2.920 -2.088 2.322
36 C -2.383 -0.916 4.462
37 C -0.184 0.642 2.484
38 C 1.253 0.706 2.520
39 C 1.950 -0.499 2.381
40 C 2.172 1.922 2.723
41 C 1.564 3.275 3.081
42 C 3.208 2.025 1.587
43 C -1.084 1.847 2.587
44 C -1.467 2.260 3.858
45 C -2.357 3.308 4.033
46 C -2.889 3.957 2.928
47 C -2.513 3.564 1.655
48 C -1.611 2.508 1.469
49 P -1.143 2.006 -0.206
50 C -0.314 3.372 -1.159
51 C -0.220 3.011 -2.646
52 C 1.105 3.569 -0.621
53 C -1.101 4.681 -0.987
54 C -2.600 1.262 -1.096
55 C -3.570 2.345 -1.593
56 C -2.150 0.392 -2.279
57 C -3.320 0.374 -0.085
58 H 2.309 -5.081 1.968
59 H 1.434 -4.144 0.779
60 H 0.684 -4.549 2.340
61 H 3.157 -2.760 1.972
62 H 1.631 -3.476 4.526
63 H 3.015 -2.377 4.431
64 H 3.221 -4.091 4.062
65 H -0.534 -2.766 2.621
66 H -2.822 0.057 2.611
67 H -2.727 -2.966 2.942
68 H -2.570 -2.318 1.313
69 H -4.002 -1.968 2.276
70 H -1.828 -1.780 4.834
71 H -3.429 -1.044 4.744
72 H -2.007 -0.025 4.963
73 H 3.033 -0.455 2.357
74 H 2.738 1.623 3.612
75 H 0.917 3.692 2.312
76 H 2.383 3.976 3.237
77 H 0.997 3.234 4.007
78 H 2.755 1.943 0.603
79 H 3.972 1.251 1.657
80 H 3.722 2.985 1.638
81 H -1.049 1.766 4.727
82 H -2.634 3.618 5.032
83 H -3.592 4.770 3.055
84 H -2.930 4.090 0.809
85 H 0.266 2.048 -2.807
86 H 0.403 3.773 -3.118
87 H -1.187 3.033 -3.148
88 H 1.753 2.742 -0.915
89 H 1.136 3.698 0.460
90 H 1.506 4.482 -1.067
91 H -2.150 4.608 -1.278
92 H -0.632 5.412 -1.651
93 H -1.030 5.071 0.028
94 H -3.134 2.987 -2.357
95 H -3.955 2.962 -0.782
96 H -4.427 1.836 -2.042
97 H -1.756 0.966 -3.112
98 H -3.025 -0.155 -2.636
99 H -1.388 -0.339 -1.995
100 H -3.735 0.943 0.747
101 H -2.664 -0.396 0.322
102 H -4.141 -0.141 -0.587

Calculated values
E_tot, eV: -87897.039
LUMO (spin up / spin down), eV: -10.57 / -8.62
Highest occupied orbital energy (spin up / spin down), hartree: -0.623 / -0.623
Multiplicity: 5
Frontier orbital gap (spin up / spin down), eV: 6.385 / 8.337
Expectation value of S²: 6.31
Net charge: +3